{
  "formula": "C34H43BLaN7O4S6",
  "method": "ωB97M-V/def2-TZVPD",
  "symbols": ["La", "C", "C", "C", "C", "C", "N", "N", "B", "N", "N", "C", "C", "C", "C", "C", "N", "N", "C", "C", "C", "C", "C", "H", "H", "H", "H", "H", "H", "H", "H", "H", "H", "H", "H", "H", "H", "H", "H", "H", "H", "H", "H", "H", "H", "C", "C", "S", "C", "C", "S", "C", "C", "S", "H", "H", "H", "H", "H", "H", "H", "H", "H", "H", "H", "H", "O", "N", "O", "O", "O", "C", "C", "C", "C", "C", "S", "C", "C", "C", "C", "S", "C", "C", "C", "C", "S", "H", "H", "H", "H", "H", "H", "H", "H", "H"],
  "positions_angstrom": [[-0.080, 0.029, 0.467], [0.212, 0.943, -3.820], [-0.259, 2.008, -2.895], [-0.609, 3.307, -3.261], [-0.821, 3.975, -2.070], [-1.213, 5.396, -1.878], [-0.607, 3.105, -1.064], [-0.287, 1.880, -1.571], [-0.454, 3.498, 0.431], [-1.618, 2.939, 1.279], [-1.956, 1.623, 1.308], [-3.043, 1.511, 2.062], [-3.708, 0.207, 2.329], [-3.433, 2.771, 2.524], [-2.507, 3.652, 2.003], [-2.462, 5.131, 2.175], [0.972, 3.109, 0.923], [1.590, 1.943, 0.585], [2.880, 2.073, 0.869], [3.870, 1.020, 0.520], [3.116, 3.327, 1.433], [1.889, 3.958, 1.445], [1.578, 5.329, 1.933], [0.125, 1.291, -4.849], [1.259, 0.711, -3.628], [-0.343, 0.015, -3.729], [-0.678, 3.709, -4.252], [-1.449, 5.837, -2.845], [-2.089, 5.481, -1.239], [-0.410, 5.974, -1.424], [-0.529, 4.675, 0.502], [-3.079, -0.624, 2.015], [-3.911, 0.095, 3.395], [-4.663, 0.156, 1.802], [-4.268, 3.007, 3.154], [-3.281, 5.440, 2.823], [-1.529, 5.457, 2.628], [-2.566, 5.649, 1.222], [3.371, 0.117, 0.167], [4.521, 1.377, -0.278], [4.496, 0.761, 1.375], [4.051, 3.725, 1.772], [2.458, 5.751, 2.412], [1.283, 5.987, 1.116], [0.770, 5.311, 2.659], [-4.316, -2.685, 0.234], [-4.670, -1.724, -0.892], [-3.633, -0.233, -1.018], [-3.139, -0.321, -2.758], [-2.358, -1.559, -3.165], [-0.858, -1.837, -2.165], [-0.997, -3.597, -1.802], [-2.253, -4.050, -1.081], [-2.575, -3.140, 0.459], [-4.607, -2.266, 1.196], [-4.908, -3.594, 0.100], [-4.632, -2.240, -1.850], [-5.705, -1.406, -0.755], [-4.022, -0.231, -3.396], [-2.541, 0.577, -2.908], [-2.981, -2.447, -3.086], [-2.080, -1.466, -4.216], [-0.894, -4.152, -2.737], [-0.112, -3.805, -1.200], [-3.132, -3.974, -1.721], [-2.123, -5.108, -0.841], [-0.799, -1.222, 2.311], [-0.252, -0.537, 3.218], [-0.250, -0.886, 4.361], [0.282, 0.530, 2.836], [1.332, -1.666, 0.232], [2.346, -2.576, 0.419], [3.073, -2.350, 1.737], [3.151, -1.206, 2.472], [3.962, -1.342, 3.625], [4.494, -2.586, 3.743], [3.995, -3.614, 2.468], [3.325, -2.452, -0.744], [3.000, -2.063, -2.013], [4.111, -2.057, -2.888], [5.258, -2.441, -2.268], [5.001, -2.812, -0.616], [1.774, -3.983, 0.433], [1.999, -5.022, -0.419], [1.218, -6.160, -0.111], [0.420, -5.960, 0.970], [0.603, -4.389, 1.631], [2.657, -0.283, 2.208], [4.124, -0.550, 4.337], [5.131, -2.963, 4.521], [1.995, -1.791, -2.294], [4.060, -1.774, -3.926], [6.243, -2.517, -2.689], [2.695, -4.967, -1.239], [1.257, -7.083, -0.661], [-0.257, -6.658, 1.424]],
  "atomic_forces_ev_per_a": [[-0.3, 0.2, -2.4], [0.0, -0.1, -0.1], [0.0, 0.1, 0.1], [0.0, 0.1, 0.2], [0.0, -0.1, -0.1], [0.0, 0.1, 0.0], [-0.1, 0.1, -0.1], [0.1, -0.2, 0.1], [0.0, -0.2, 0.0], [-0.1, 0.1, 0.1], [-0.2, 0.1, 0.1], [0.0, 0.1, 0.0], [0.0, -0.1, 0.0], [0.2, 0.0, -0.1], [-0.1, -0.1, 0.1], [0.0, 0.0, 0.0], [0.1, 0.2, 0.1], [0.1, 0.1, -0.1], [0.0, -0.1, 0.0], [0.1, -0.1, -0.2], [-0.3, 0.1, 0.0], [0.1, -0.1, 0.0], [0.0, 0.0, 0.0], [0.0, 0.0, 0.0], [0.1, 0.0, 0.0], [0.0, 0.0, 0.0], [0.0, 0.1, -0.2], [0.0, 0.0, 0.0], [-0.1, 0.0, 0.1], [0.0, 0.1, 0.0], [0.0, 0.3, 0.0], [0.0, 0.0, 0.0], [0.0, 0.0, 0.0], [0.0, 0.0, 0.0], [-0.1, 0.1, 0.1], [0.0, 0.0, 0.0], [0.1, 0.0, 0.0], [0.0, 0.0, 0.0], [0.1, 0.1, 0.0], [0.0, 0.0, 0.0], [0.0, 0.0, -0.1], [0.2, 0.1, 0.1], [0.0, 0.0, 0.0], [0.0, 0.0, 0.0], [-0.1, 0.0, 0.1], [0.1, -0.1, 0.1], [0.0, 0.1, -0.1], [0.0, 0.0, -0.1], [-0.1, 0.1, 0.1], [0.2, 0.0, 0.1], [-0.2, 0.0, -0.2], [0.1, 0.0, 0.0], [-0.1, -0.1, 0.2], [-0.1, 0.0, -0.1], [0.0, 0.0, 0.0], [0.0, 0.0, 0.1], [0.0, 0.0, 0.0], [0.0, 0.0, 0.0], [0.0, 0.0, 0.0], [0.0, 0.1, 0.0], [0.0, 0.0, 0.0], [0.1, 0.0, 0.0], [0.0, 0.0, 0.0], [0.0, 0.0, 0.0], [0.0, 0.0, 0.0], [0.0, 0.1, 0.0], [-0.9, -1.2, 0.5], [-0.1, -0.2, 1.0], [0.0, -0.2, 0.5], [0.7, 0.8, 0.2], [0.4, 0.0, 0.1], [0.2, -0.3, -0.1], [0.0, 0.1, 0.1], [-0.2, -0.2, 0.0], [0.0, -0.1, 0.1], [0.0, -0.1, -0.1], [0.0, 0.2, 0.1], [0.0, 0.1, -0.1], [-0.1, -0.1, 0.4], [0.2, 0.0, -0.1], [0.0, 0.0, 0.1], [-0.1, 0.1, -0.2], [-0.1, 0.0, 0.0], [0.1, 0.3, 0.1], [-0.1, -0.1, 0.1], [0.0, 0.1, 0.1], [0.0, -0.1, -0.3], [-0.1, -0.1, 0.1], [0.0, 0.1, 0.1], [0.1, -0.1, 0.1], [-0.1, 0.0, 0.0], [0.0, 0.0, -0.1], [0.2, 0.0, -0.1], [0.1, 0.0, -0.1], [0.0, -0.2, -0.1], [-0.1, -0.1, 0.1]],
  "lowdin_charge": [1.9828, -0.0313, -0.3612, 0.0136, -0.2694, -0.0192, 0.0253, 0.0074, -0.5071, 0.0254, -0.0392, -0.3499, -0.0472, 0.0233, -0.2618, -0.0152, 0.0328, -0.0469, -0.3307, -0.0211, 0.0271, -0.2620, -0.0160, 0.0849, 0.0859, -0.0015, 0.1069, 0.0820, 0.0770, 0.0820, 0.1005, 0.0308, 0.0945, 0.0744, 0.1095, 0.0827, 0.0698, 0.0745, 0.0558, 0.0928, 0.0856, 0.1103, 0.0828, 0.0813, 0.0738, -0.5327, -0.5022, 0.8602, -0.5264, -0.4927, 0.8262, -0.5038, -0.5015, 0.8586, 0.0561, 0.0816, 0.0613, 0.0766, 0.0865, 0.0500, 0.0562, 0.0823, 0.0937, 0.0393, 0.0631, 0.0765, -0.2628, -0.5713, 0.1147, -0.1480, -0.4474, -0.6163, -0.4837, -0.1374, -0.1630, -0.3988, 1.0350, -0.4756, -0.1205, -0.1819, -0.4124, 1.0493, -0.5000, -0.1254, -0.1805, -0.4006, 1.0651, 0.0795, 0.1058, 0.0606, 0.0760, 0.0980, 0.0577, 0.1161, 0.0985, 0.0644],
  "max_force_ha_per_bohr": 0.047,
  "e_above_lowest_kj_mol": 0.0,
  "e_tot_ev": -121128.074,
  "e_lumo_ev": 0.2
}